Run P
ORCA calculation (wB97M-V/def2-TZVPD) on a molecular structure, C5H7N.

Atoms and positions in Å:
C: 0.44 0.37 1.09
C: 0.00 0.50 -0.20
C: 0.45 -1.09 0.93
C: -0.17 -0.97 -0.47
C: -0.47 1.59 -1.03
N: 1.07 -1.80 1.79
H: 0.58 1.04 1.93
H: -1.29 -1.17 -0.49
H: 0.36 -1.34 -1.39
H: -1.49 1.88 -0.64
H: -0.77 1.20 -2.02
H: 0.03 2.56 -1.09
H: 1.28 -2.77 1.60

Results
HOMO level = -8.875 eV
Frontier orbital gap = 9.70 eV

Run Q
ORCA calculation (wB97M-V/def2-TZVPD) on a single C5H7N molecule.

Atoms and positions in Å:
N: -0.79 0.08 3.17
C: -0.58 0.27 2.04
C: -0.48 0.42 0.56
C: 0.84 0.81 -0.35
C: 0.40 -0.31 -1.31
C: -0.38 -0.94 -0.16
H: -1.29 1.08 0.26
H: 0.98 1.79 -0.82
H: 1.39 0.63 0.54
H: -0.31 0.13 -2.03
H: 1.08 -0.95 -1.87
H: 0.30 -1.61 0.38
H: -1.31 -1.45 -0.37

Results
HOMO level = -10.624 eV
Frontier orbital gap = 11.54 eV

Run R
ORCA calculation (wB97M-V/def2-TZVPD) on a single C5H7N molecule.

Atoms and positions in Å:
C: -1.35 -0.89 -1.08
C: -0.31 -0.26 -0.21
C: 0.57 -0.81 0.69
C: 1.39 0.22 1.21
C: 0.98 1.41 0.66
N: -0.04 1.08 -0.22
H: -1.73 -0.19 -1.85
H: -2.20 -1.23 -0.43
H: -0.91 -1.77 -1.60
H: 0.64 -1.85 0.93
H: 2.12 0.10 1.97
H: 1.26 2.44 0.81
H: -0.42 1.76 -0.89

Results
HOMO level = -7.968 eV
Frontier orbital gap = 9.03 eV

Run S
ORCA calculation (wB97M-V/def2-TZVPD) on a single C5H7N molecule.

Atoms and positions in Å:
C: -3.38 -0.32 0.29
C: -2.18 0.05 -0.09
C: -0.93 0.52 -0.34
N: 0.28 -0.21 -0.07
C: 1.38 0.27 -0.28
C: 2.64 -0.37 0.21
H: -3.69 -0.07 1.29
H: -4.03 -0.92 -0.41
H: -0.77 1.52 -0.73
H: 1.67 1.13 -0.93
H: 3.11 0.33 1.02
H: 3.36 -0.52 -0.60
H: 2.57 -1.42 0.64

Results
HOMO level = -8.938 eV
Frontier orbital gap = 10.06 eV

Pick run R: it beats the second-best structure by 41.0 kcal/mol.

Run P
ORCA calculation (wB97M-V/def2-TZVPD) on a single C5H7N molecule.

Atoms and positions in Å:
C: 1.38 0.17 -0.15
C: 0.46 -1.03 -0.10
C: -0.96 -0.49 -0.29
C: -0.85 1.01 -0.41
N: 0.32 0.97 0.55
C: -0.26 -0.37 1.02
H: 2.24 0.03 0.52
H: 1.73 0.58 -1.11
H: 0.67 -2.09 -0.23
H: -1.75 -1.16 -0.60
H: -1.64 1.52 0.16
H: -0.79 1.48 -1.40
H: -0.56 -0.61 2.03

Results
HOMO level = -9.019 eV
Frontier orbital gap = 10.20 eV

Run Q
ORCA calculation (wB97M-V/def2-TZVPD) on a molecular structure, C5H7N.

Atoms and positions in Å:
C: -0.57 0.24 1.78
C: -0.07 0.19 0.39
C: 0.63 1.04 -0.42
N: 0.73 0.42 -1.64
C: 0.15 -0.84 -1.57
C: -0.32 -1.03 -0.26
H: -0.61 -1.11 2.04
H: -0.09 1.12 2.32
H: -1.65 0.34 1.90
H: 0.98 2.05 -0.26
H: 1.32 0.78 -2.39
H: 0.22 -1.46 -2.47
H: -0.72 -1.74 0.58

Results
HOMO level = -8.118 eV
Frontier orbital gap = 9.11 eV

Pick run Q: it beats the second-best structure by 22.7 kcal/mol.

Run P
ORCA calculation (wB97M-V/def2-TZVPD) on a single C5H7N molecule.

Atoms and positions in Å:
C: 1.44 -0.01 0.13
C: 0.46 -0.24 -0.97
C: 0.35 -1.01 0.35
N: -1.07 -0.58 0.56
C: -1.18 0.88 0.66
C: -0.96 0.25 -0.66
H: 1.63 0.92 0.66
H: 2.35 -0.57 -0.10
H: 0.76 -0.44 -1.99
H: 0.58 -2.00 0.74
H: -0.41 1.45 1.16
H: -2.20 1.18 0.88
H: -1.74 0.19 -1.42

Results
HOMO level = -8.869 eV
Frontier orbital gap = 10.07 eV

Run Q
ORCA calculation (wB97M-V/def2-TZVPD) on a single C5H7N molecule.

Atoms and positions in Å:
N: 0.77 -0.81 1.26
C: 1.59 -0.45 0.43
C: 1.12 0.36 -0.76
C: -0.26 0.95 -0.63
C: -0.05 -1.27 2.12
C: -1.29 0.66 -1.43
H: 1.16 -0.32 -1.62
H: 1.87 1.14 -0.96
H: -0.40 1.65 0.20
H: -0.27 -0.70 3.01
H: -0.51 -2.24 1.94
H: -1.19 -0.03 -2.26
H: -2.26 1.11 -1.28

Results
HOMO level = -8.001 eV
Frontier orbital gap = 9.04 eV

Pick run Q: it beats the second-best structure by 15.3 kcal/mol.

Run P
ORCA calculation (wB97M-V/def2-TZVPD) on a molecular structure, C6H9NS.

Atoms and positions in Å:
C: 0.91 -0.28 0.36
C: -0.17 -1.20 -0.06
C: -1.57 -0.67 0.47
C: -1.12 0.49 -0.47
C: 0.20 1.00 -0.03
C: 0.78 2.19 -0.08
H: 3.04 -1.26 0.71
H: 1.09 -0.37 1.50
H: 0.12 -2.26 0.05
H: -1.73 -0.79 1.72
H: -2.40 -1.34 0.13
H: -1.74 1.13 -0.99
H: -1.36 -1.10 -1.51
H: 0.22 3.18 -0.35
H: 1.82 2.35 0.31
N: -0.56 -0.50 -1.34
S: 2.49 -0.56 -0.41

Results
HOMO level = -8.941 eV
Frontier orbital gap = 9.69 eV

Run Q
ORCA calculation (wB97M-V/def2-TZVPD) on a single C6H9NS molecule.

Atoms and positions in Å:
C: -1.76 -1.35 0.47
C: -0.95 -0.51 -0.50
C: 0.50 -0.70 -0.36
C: 1.15 0.37 0.06
C: 2.50 0.42 0.39
S: 3.69 -0.58 -0.14
C: 0.24 1.54 0.00
N: -1.07 0.92 -0.18
H: -1.77 -2.37 0.10
H: -1.53 -1.16 1.53
H: -2.78 -1.02 0.51
H: -1.27 -0.82 -1.48
H: 0.98 -1.67 -0.56
H: 2.89 1.24 1.00
H: 0.49 2.23 -0.87
H: 0.34 2.11 0.92
H: -1.64 1.35 -0.89

Results
HOMO level = -8.527 eV
Frontier orbital gap = 7.81 eV

Run R
ORCA calculation (wB97M-V/def2-TZVPD) on a single C6H9NS molecule.

Atoms and positions in Å:
C: 2.02 -1.13 -0.59
C: 0.75 -0.77 -0.48
C: 0.28 0.54 -0.03
C: 1.29 1.64 0.08
C: -1.02 0.81 0.19
C: -2.19 -0.10 0.13
N: -2.01 -1.32 0.67
S: -3.61 0.36 -0.61
H: 2.25 -2.15 -0.95
H: 2.82 -0.49 -0.31
H: 0.01 -1.48 -0.78
H: 1.85 1.79 -0.84
H: 2.02 1.41 0.82
H: 0.84 2.57 0.38
H: -1.28 1.79 0.42
H: -1.24 -1.52 1.25
H: -2.79 -1.97 0.65

Results
HOMO level = -8.239 eV
Frontier orbital gap = 8.28 eV

Pick run R: it beats the second-best structure by 19.1 kcal/mol.

Run P
ORCA calculation (wB97M-V/def2-TZVPD) on a molecular structure, C6H9NS.

Atoms and positions in Å:
C: 0.91 0.86 -1.95
C: 0.33 -1.96 -0.51
C: 1.35 -1.66 0.30
C: -0.53 1.18 -1.72
C: -0.20 1.53 -0.43
C: -1.14 1.98 0.72
N: 1.22 1.45 -0.63
S: 1.92 0.20 -3.09
H: -0.58 -1.81 -0.17
H: 0.33 -2.18 -1.59
H: 1.34 -1.14 1.25
H: -1.35 1.06 -2.44
H: 2.27 -1.84 -0.06
H: -1.05 1.15 1.44
H: -2.19 1.99 0.22
H: -0.65 2.83 1.11
H: 2.00 1.03 -0.19

Results
HOMO level = -8.679 eV
Frontier orbital gap = 8.42 eV

Run Q
ORCA calculation (wB97M-V/def2-TZVPD) on a single C6H9NS molecule.

Atoms and positions in Å:
C: 0.60 -2.06 0.51
C: 0.15 -0.76 -0.10
S: 0.37 -0.84 -1.86
C: 1.05 0.25 -0.63
C: 0.48 1.68 -0.30
C: -0.88 1.40 0.43
N: -1.95 0.75 -0.25
C: -1.06 -0.12 0.50
H: -0.30 -2.69 0.56
H: 0.93 -1.84 1.48
H: 1.37 -2.64 -0.13
H: 2.09 -0.01 -0.60
H: 1.26 2.30 0.35
H: 0.36 2.26 -1.18
H: -1.10 2.15 1.15
H: -1.88 0.76 -1.32
H: -1.48 -0.60 1.39

Results
HOMO level = -8.632 eV
Frontier orbital gap = 9.52 eV

Pick run Q: it beats the second-best structure by 45.3 kcal/mol.

Run P
ORCA calculation (wB97M-V/def2-TZVPD) on a single C6H9NS molecule.

Atoms and positions in Å:
C: 2.76 -0.55 -0.42
C: 1.54 -1.04 -0.27
C: 0.59 -0.61 0.83
C: -0.71 -0.04 0.29
C: -1.77 -0.91 -0.11
S: -1.79 -2.55 -0.07
C: -0.82 1.32 0.17
N: -1.87 2.04 -0.29
H: 3.43 -0.91 -1.24
H: 3.17 0.19 0.28
H: 1.14 -1.76 -0.96
H: 1.08 0.12 1.50
H: 0.36 -1.47 1.46
H: -2.69 -0.44 -0.49
H: -0.01 1.95 0.49
H: -1.76 3.05 -0.45
H: -2.66 1.60 -0.73

Results
HOMO level = -8.111 eV
Frontier orbital gap = 7.88 eV

Run Q
ORCA calculation (wB97M-V/def2-TZVPD) on a single C6H9NS molecule.

Atoms and positions in Å:
C: -1.78 -0.24 0.02
C: -0.36 -0.35 -0.44
C: -0.11 -0.15 -1.90
S: 0.63 -1.83 0.17
C: 0.73 0.03 0.52
C: 0.64 0.36 1.98
C: 1.95 0.59 -0.09
N: 3.00 0.84 -0.47
H: -2.35 -0.19 -0.88
H: -1.76 0.67 0.49
H: -2.26 -1.03 0.64
H: -0.73 -0.62 -2.57
H: 0.97 -0.49 -2.27
H: -0.35 0.85 -2.00
H: 0.28 -0.48 2.51
H: -0.03 1.26 2.08
H: 1.52 0.77 2.20

Results
HOMO level = -9.051 eV
Frontier orbital gap = 9.62 eV

Pick run P: it beats the second-best structure by 15.3 kcal/mol.

Run P
ORCA calculation (wB97M-V/def2-TZVPD) on a single FHN2O2S molecule.

Atoms and positions in Å:
O: -0.48 0.55 1.94
N: 0.19 0.48 0.97
O: 1.32 0.77 0.80
N: -0.39 -0.24 -0.10
F: -1.76 -0.39 0.06
S: 0.26 0.01 -1.83
H: 0.85 -1.19 -1.85

Results
HOMO level = -10.862 eV
Frontier orbital gap = 10.16 eV

Run Q
ORCA calculation (wB97M-V/def2-TZVPD) on a single FHN2O2S molecule.

Atoms and positions in Å:
O: 1.82 0.89 0.86
N: 0.69 0.40 0.80
O: -0.04 0.28 1.73
N: 0.13 0.18 -0.53
F: 1.06 0.07 -1.52
S: -1.39 -1.32 -0.81
H: -2.26 -0.50 -0.52

Results
HOMO level = -10.833 eV
Frontier orbital gap = 8.46 eV

Pick run P: it beats the second-best structure by 25.4 kcal/mol.

Run P
ORCA calculation (wB97M-V/def2-TZVPD) on 2 unconnected molecules or ions with the total composition C3H8S2.

Atoms and positions in Å:
C: -0.31 -1.34 0.10
C: -1.63 -0.59 -0.22
S: 0.21 -1.07 1.75
S: 0.61 1.39 -1.35
C: 1.58 1.40 0.10
H: -2.53 -0.90 0.35
H: 0.35 -1.02 -0.66
H: -0.42 -2.42 -0.08
H: -1.75 -0.48 -1.34
H: -1.40 0.44 0.09
H: 0.86 1.63 0.91
H: 2.31 0.67 0.53
H: 2.11 2.30 -0.15

Results
HOMO level = -8.327 eV
Frontier orbital gap = 4.61 eV

Run Q
ORCA calculation (wB97M-V/def2-TZVPD) on a single C3H8S2 molecule.

Atoms and positions in Å:
C: -1.30 0.50 -1.23
C: -0.65 0.88 0.08
C: 0.43 -0.02 0.70
S: 1.62 -0.82 -0.42
S: 2.61 -1.79 1.50
H: -2.05 -0.30 -1.13
H: -1.95 1.30 -1.60
H: -0.53 0.30 -1.98
H: -1.41 1.09 0.85
H: -0.15 1.84 -0.08
H: -0.08 -0.80 1.27
H: 0.93 0.59 1.45
H: 2.52 -2.76 0.60

Results
HOMO level = -8.853 eV
Frontier orbital gap = 8.04 eV

Pick run Q: it beats the second-best structure by 86.9 kcal/mol.